No. 1
The following is a quantum chemistry calculation of a 8-piece molecular cluster, C17H46F3O10S overall in a non-equilibrium geometry, from the Open Molecules 2025 dataset.

Properties
LUMO level   1.71 eV
Kohn-Sham gap   5.04 eV
HOMO energy   -0.1223 hartree
Calculated total energy   -57832.3236 eV

```
! wB97M-V def2-TZVPD RIJCOSX def2/J DEFGRID3
* xyz -1 1
C 2.052 -4.036 -1.401
C -7.168 1.201 0.563
H -5.663 -0.801 -2.024
H 7.081 2.796 4.759
C -3.237 -5.529 1.887
H 3.104 2.081 4.761
H -5.761 -0.389 0.548
H -7.034 1.384 1.630
C 3.819 1.287 4.542
H 2.275 2.226 -3.165
H 1.995 -4.837 -0.664
H 3.686 1.795 -4.257
O -1.250 -0.317 -0.093
H 4.464 4.676 -5.081
H -7.061 -1.227 -1.163
H 5.530 3.551 5.363
H 2.226 -1.997 -1.329
S 0.200 3.982 1.144
O -4.842 1.053 -0.416
H -3.371 -4.022 0.216
F 0.068 4.806 3.720
H 3.744 0.532 5.324
H -4.614 -7.054 2.415
H 6.142 2.194 6.114
C -6.473 -0.355 -1.448
O 1.569 4.477 0.964
H -1.051 -0.129 -1.013
H 2.545 -4.297 -2.337
C -0.992 -0.682 -4.729
H 3.780 3.119 -3.082
H -4.719 -4.174 1.458
H 3.172 4.926 -6.330
O 1.898 -2.792 0.631
H -1.658 -0.688 -5.591
H 3.223 0.959 3.690
C -4.165 -6.179 2.885
F -1.882 4.663 2.548
H -7.155 2.169 0.062
O -1.205 0.391 -3.838
C 2.536 -2.810 -0.673
H 1.934 3.126 -5.528
H -5.100 1.872 -0.845
H -1.724 -4.203 1.934
O -0.647 4.154 -0.080
C -0.626 4.997 2.576
C 6.065 2.633 5.119
C -6.105 0.376 -0.147
H -2.122 0.042 0.090
H 4.561 -2.540 -1.313
O -2.298 -4.687 2.531
H 5.206 1.976 3.142
H -3.636 -6.465 3.794
H -8.193 0.844 0.462
H -0.550 0.050 0.452
F -0.628 6.292 2.147
O 6.173 0.620 4.119
H -4.983 -5.496 3.110
H 4.109 3.482 -6.400
H 2.538 -3.119 1.268
C 4.071 -2.714 -0.356
H -2.752 -6.381 1.412
H 4.269 -1.926 0.371
H 2.406 4.865 -3.466
H -1.137 -1.698 -4.363
O 0.077 2.597 1.619
H 6.976 0.958 3.714
H 4.450 -3.694 -0.066
C -3.991 -4.680 0.824
C 5.295 1.712 4.196
C 3.698 4.209 -5.700
H -4.537 -5.320 0.131
H -7.193 0.223 -2.027
H 0.991 -3.896 -1.608
C 2.587 3.600 -4.796
H 0.051 -0.864 -4.988
C 3.117 2.580 -3.759
O 1.844 4.519 -4.163
*
```


No. 2
The following is a quantum chemistry calculation of a 6-piece molecular cluster, C17H46O7 overall in a non-equilibrium geometry, from the Open Molecules 2025 dataset.

Properties
LUMO level   0.10 eV
Structure (SMILES)   CC(C)O.CC(C)O.CC(C)O.CC(C)O.CC(C)O.OCCO
Kohn-Sham gap   10.00 eV
HOMO energy   -0.3641 hartree
Calculated total energy   -32703.1511 eV
Energy above the lowest of the compared OMol25 structures with the same formula, charge and spin   0.542 eV

```
! wB97M-V def2-TZVPD RIJCOSX def2/J DEFGRID3
* xyz 0 1
O 7.102 -12.092 -31.358
H 2.417 -11.869 -25.397
H 7.720 -14.807 -20.462
H 13.038 -9.863 -33.729
C 14.153 -14.762 -27.373
C 15.140 -13.646 -26.932
H 10.301 -10.726 -25.808
O 6.900 -12.540 -21.868
C 4.195 -12.672 -26.248
H 10.897 -10.298 -31.302
C 6.231 -13.612 -21.302
H 14.830 -12.686 -27.345
O 14.312 -15.003 -28.749
C 4.779 -13.168 -21.007
O 5.507 -12.830 -25.849
C 9.701 -9.873 -26.125
H 5.122 -10.342 -31.765
H 4.102 -13.593 -21.748
C 5.099 -13.151 -32.333
H 2.550 -14.122 -26.600
H 4.287 -14.652 -26.702
C 6.988 -14.099 -20.072
H 8.849 -10.033 -23.288
H 15.139 -14.519 -28.704
H 14.395 -15.750 -26.982
H 11.157 -8.540 -31.111
C 11.422 -9.425 -31.689
H 10.479 -9.152 -26.376
C 3.488 -11.669 -25.423
H 3.749 -10.703 -25.855
H 15.137 -13.603 -25.843
H 6.081 -14.313 -22.123
H 16.163 -13.832 -27.260
H 12.469 -9.567 -31.421
C 5.128 -11.018 -30.910
H 7.324 -11.670 -30.524
H 8.078 -10.845 -26.673
H 6.386 -14.783 -19.474
H 7.581 -13.262 -19.705
H 4.166 -12.369 -27.295
C 5.748 -12.342 -31.183
H 4.017 -13.280 -32.335
O 8.760 -10.327 -27.106
H 5.493 -10.436 -30.064
H 5.460 -12.645 -33.229
O 9.689 -9.569 -33.320
C 11.072 -9.183 -33.165
H 4.453 -13.553 -20.041
H 12.514 -14.511 -26.011
H 8.377 -8.332 -25.188
O 9.247 -9.256 -23.689
H 4.731 -12.080 -20.991
H 4.131 -11.180 -30.499
H 5.956 -13.414 -26.465
H 11.822 -9.880 -35.090
H 11.133 -8.127 -33.425
C 3.550 -14.046 -26.174
C 8.736 -9.343 -24.996
H 5.401 -14.190 -32.196
H 11.965 -11.069 -33.691
C 12.641 -14.613 -27.088
C 12.003 -10.032 -34.026
H 9.578 -10.478 -33.030
H 12.136 -15.531 -27.389
H 7.793 -9.888 -24.949
H 12.255 -13.775 -27.669
H 3.519 -14.352 -25.128
H 5.919 -12.982 -30.318
H 6.707 -12.540 -22.808
H 3.846 -11.621 -24.395
*
```


No. 3
The following is a quantum chemistry calculation of C17H47As3N3O8P3Pd as an isolated structure, from the Open Molecules 2025 dataset.

Properties
LUMO level   4.20 eV
Kohn-Sham gap   4.25 eV
HOMO energy   -0.0019 hartree
Calculated total energy   -253113.9832 eV
Energy above the lowest of the compared OMol25 structures with the same formula, charge and spin   0.980 eV

```
! wB97M-V def2-TZVPD RIJCOSX def2/J DEFGRID3
* xyz -2 1
C -1.723 -2.154 -0.656
H 0.765 -2.905 -2.976
H 2.314 -5.050 -2.530
H -2.855 -1.780 -3.103
H 0.673 -4.067 0.879
H 2.101 -4.954 -0.781
H -1.840 -1.868 3.208
As -0.159 -4.980 -1.920
C 1.735 -5.438 -1.689
H -2.730 -0.859 2.045
H -2.920 -2.634 1.993
C 0.806 6.002 0.585
H -1.324 0.045 -2.157
C -1.209 5.107 3.309
N -0.451 5.283 0.363
O 0.736 -1.868 3.805
Pd 1.006 -0.310 0.796
C -2.049 1.723 0.264
H -2.248 -3.116 -0.576
H -2.493 -1.372 -0.637
C -0.236 -5.400 -3.853
P 3.491 -2.042 1.073
O 2.996 -1.854 2.621
H -0.037 4.666 -1.641
As -0.655 -1.929 1.008
H -1.445 5.911 2.612
H -2.434 -3.484 -2.892
H 1.857 -6.520 -1.624
H -0.747 6.283 -1.444
C -0.517 -0.661 -2.386
H -1.081 -4.453 1.101
H 1.657 5.483 0.128
C -0.252 -3.802 1.389
C 0.038 3.031 3.582
H -3.800 3.764 0.000
H -1.753 4.841 -1.239
H -0.693 5.539 4.173
O 4.928 -2.778 1.417
C -2.222 -1.813 2.189
O 3.815 -0.732 0.465
H 1.835 2.361 -2.737
H -2.151 4.673 3.677
H 0.046 -6.445 -3.993
H 2.147 -1.049 -3.629
C -0.762 5.257 -1.068
C 2.487 -0.840 -2.611
H -0.371 -0.626 -3.475
P -0.425 3.742 1.067
C -3.141 3.819 0.876
H 3.384 -0.219 -2.629
H 0.456 -4.766 -4.411
H 2.730 -1.753 -2.071
H 0.722 7.002 0.154
C 1.006 1.671 -2.903
H 1.035 1.302 -3.934
As 1.132 0.162 -1.604
H 2.735 -1.806 5.308
H 0.069 2.206 -2.737
C 0.197 -3.046 -2.051
H -1.073 1.226 0.248
C -2.022 -2.489 -3.090
O 1.821 0.411 3.046
H -0.845 2.503 3.966
O 0.668 2.839 0.693
H 0.882 -2.826 -1.222
H 4.719 -3.651 1.756
H -3.683 3.381 1.724
H -1.245 -5.254 -4.238
H 0.686 2.307 3.086
N -1.902 3.126 0.614
C -0.997 -2.088 -2.015
P 1.921 -1.009 3.507
H 1.000 6.094 1.653
O 2.660 -3.075 0.374
H -2.957 4.872 1.089
H -0.069 -3.844 2.463
H -1.564 -2.497 -4.084
O 2.795 -0.937 4.904
H -2.680 1.211 0.998
N -0.357 4.123 2.685
H 0.583 3.452 4.432
H -2.519 1.624 -0.723
*
```


No. 4
The following is a quantum chemistry calculation of a 6-piece molecular cluster, C17H47ClN5O10 overall in a non-equilibrium geometry, from the Open Molecules 2025 dataset.

Properties
LUMO level (alpha / beta)   0.42 / -4.93 eV
Expectation value of S²   0.76
Kohn-Sham gap (alpha / beta)   9.50 / 4.14 eV
HOMO energy (alpha / beta)   -0.3335 / -0.3335 hartree
Calculated total energy   -58822.2499 eV
Energy above the lowest of the compared OMol25 structures with the same formula, charge and spin   0.000 eV

```
! wB97M-V def2-TZVPD RIJCOSX def2/J DEFGRID3
* xyz 0 2
C -1.793 -1.958 4.061
N 3.153 0.959 0.294
H -1.715 0.893 -6.501
H -2.248 -0.876 -3.078
H -2.781 -2.533 -5.900
H 1.530 -0.932 8.332
H -0.883 -2.079 3.474
H -1.319 2.309 -3.178
H 3.323 -0.438 3.891
H -4.003 -1.554 1.493
C -2.525 0.584 -7.161
H 0.445 -2.105 5.875
O 0.550 0.342 6.907
H -3.910 -1.232 3.825
O -2.249 0.700 -0.431
O -0.590 2.189 0.304
H -3.572 -0.988 -5.373
O -1.363 -1.370 5.289
H 2.084 1.568 6.249
O 4.471 1.522 -2.095
N -2.566 0.181 2.953
H 3.398 1.730 -0.310
H -3.189 0.701 2.351
C -2.565 -0.939 -7.209
H -0.664 3.851 -2.680
H 0.827 -0.556 4.408
H -3.769 -2.304 -8.140
C 1.001 0.015 8.227
H 3.345 1.283 3.705
C -2.953 -1.215 3.304
H 2.516 0.241 2.620
H -3.447 1.131 -6.967
H -0.868 -3.300 6.105
H -1.783 0.086 2.322
H 2.910 2.197 -3.269
O -1.574 -1.096 -5.047
H 0.384 2.624 -3.508
H -0.630 -1.465 -3.229
H 4.369 1.824 -4.184
H 4.323 -0.565 -2.459
H 0.143 0.161 8.884
O -2.245 3.950 -4.867
C 3.998 2.240 -3.247
H -2.232 -1.868 1.394
O -0.250 3.636 -5.742
H 4.372 3.260 -3.159
H -1.980 -2.545 -3.748
H 0.343 1.588 3.046
N -3.726 -1.298 -8.052
C -0.609 -2.242 6.115
C -0.602 3.083 -3.451
C 3.805 -0.097 -0.407
Cl -0.835 0.909 -0.199
H -2.251 -2.913 4.319
H -0.654 -2.053 7.188
H -2.214 1.023 -8.110
N 0.425 1.474 4.046
H -1.672 -1.292 -7.727
C 3.175 -1.518 -0.216
C 1.639 0.604 6.005
H 1.668 0.770 8.644
H 0.773 2.320 4.472
C -1.616 -1.519 -3.690
C -2.710 -1.446 -5.860
H -3.369 -3.032 2.145
H -3.623 -0.977 -9.004
C 3.860 0.261 -1.921
C 2.681 0.418 3.683
H 3.591 -2.259 -0.899
H 2.257 0.777 -0.135
H 2.112 -1.383 -0.415
C 1.333 0.403 4.526
C -3.134 -1.978 1.997
H 3.379 -1.959 0.759
O -0.463 -0.102 0.789
O -0.049 0.703 -1.427
H 4.835 -0.255 -0.086
N -1.088 3.601 -4.789
H 2.880 0.272 -2.400
H 2.386 -0.143 6.272
*
```